{"formula": "C2H4LiMnO", "method": "the ωB97M-V functional and the def2-TZVPD basis", "symbols": ["O", "Li", "C", "C", "H", "H", "H", "Mn", "H"], "positions_angstrom": [[-0.182, 0.434, 1.221], [-0.452, 2.145, 2.013], [0.547, 0.152, 0.141], [0.091, -0.571, -0.930], [1.603, 0.457, 0.182], [-0.908, -1.020, -0.892], [-0.297, 0.131, -2.728], [-1.227, -0.605, 2.518], [0.824, -1.123, -1.525]], "multiplicity": 7, "e_tot_ev": -35706.334, "lumo_ev": [-1.1, -0.9], "e_homo_ha": [-0.2256, -0.2145], "molar_mass_da": 105.9, "de_lowest_kcal_mol": 45.5}